No. 1
114
Properties=species:S:1:pos:R:3 method="wB97M-V/def2-TZVPD" homo_energy_ev=-7.3 total_charge=0 fmax_ha_per_bohr=0.050 lumo_energy_ha=0.0080 e_above_lowest_ev=0.833
Y -1.11 1.14 1.38
C -2.23 3.82 3.20
N -1.17 2.81 3.40
C -1.47 1.93 4.54
C -0.66 0.64 4.50
N -0.98 -0.14 3.30
C -1.38 -1.43 3.36
C -1.65 -2.28 4.46
F -1.50 -1.85 5.73
C -2.10 -3.58 4.32
F -2.34 -4.29 5.42
C -2.33 -4.15 3.09
F -2.78 -5.40 2.98
C -2.06 -3.38 1.98
F -2.26 -3.87 0.76
C -1.60 -2.10 2.14
F -1.36 -1.38 1.00
C 0.14 3.48 3.56
C 0.89 3.51 2.25
N 0.93 2.17 1.68
C 2.01 1.37 1.82
C 2.00 0.17 1.08
F 0.86 -0.09 0.36
C 3.02 -0.74 1.00
F 2.90 -1.83 0.24
C 4.19 -0.50 1.70
F 5.22 -1.35 1.64
C 4.25 0.64 2.47
F 5.35 0.88 3.18
C 3.20 1.54 2.54
F 3.35 2.59 3.37
H -2.35 4.45 4.09
H -1.98 4.46 2.35
H -3.17 3.32 2.98
H -1.30 2.44 5.50
H -2.53 1.66 4.48
H 0.41 0.87 4.50
H -0.86 0.11 5.43
H 0.00 4.50 3.95
H 0.74 2.94 4.29
H 0.35 4.15 1.54
H 1.88 3.96 2.38
N -1.11 2.42 -0.68
C -2.01 3.54 -0.70
C -1.51 4.78 -1.10
C -2.30 5.91 -1.08
C -3.62 5.81 -0.66
C -4.13 4.58 -0.29
C -3.35 3.41 -0.31
C -4.00 2.12 0.11
C -5.30 1.88 -0.35
C -6.01 0.77 0.08
C -5.43 -0.10 0.99
C -4.13 0.12 1.42
C -3.35 1.21 0.98
H -0.19 2.72 -0.97
H -1.41 1.65 -1.28
H -0.47 4.84 -1.41
H -1.89 6.87 -1.39
H -4.25 6.69 -0.63
H -5.15 4.51 0.06
H -5.75 2.57 -1.06
H -7.02 0.60 -0.29
H -5.99 -0.96 1.35
H -3.72 -0.59 2.13
C 5.48 1.93 -0.98
N 4.74 1.97 -2.23
C 3.48 2.46 -2.37
Se 2.39 3.17 -1.08
N 3.16 2.27 -3.68
C 4.22 1.67 -4.38
C 4.37 1.30 -5.70
C 5.59 0.72 -6.06
C 6.60 0.54 -5.11
C 6.44 0.92 -3.79
C 5.22 1.49 -3.45
H 4.87 2.38 -0.20
H 6.42 2.48 -1.08
H 5.70 0.89 -0.71
H 2.28 2.56 -4.06
H 3.58 1.44 -6.43
H 5.75 0.41 -7.08
H 7.54 0.08 -5.42
H 7.22 0.77 -3.05
C -1.00 -6.12 1.53
C -0.52 -5.73 0.15
C 0.49 -4.80 -0.03
C 0.95 -4.45 -1.30
C 0.38 -5.03 -2.42
N 0.81 -4.71 -3.74
C 1.33 -3.52 -4.18
O 2.05 -3.44 -5.16
N 0.99 -2.40 -3.43
C -0.25 -2.01 -2.90
C -1.43 -2.74 -2.97
C -2.58 -2.22 -2.39
C -2.53 -0.99 -1.75
N -1.39 -0.29 -1.69
C -0.30 -0.78 -2.26
C -0.64 -5.96 -2.26
C -1.07 -6.31 -0.99
H -0.44 -5.59 2.31
H -0.88 -7.19 1.70
H -2.06 -5.88 1.66
H 0.95 -4.33 0.84
H 1.75 -3.73 -1.41
H 1.01 -5.47 -4.37
H 1.63 -1.64 -3.62
H -1.46 -3.69 -3.48
H -3.51 -2.77 -2.43
H -3.40 -0.56 -1.27
H 0.61 -0.18 -2.18
H -1.10 -6.41 -3.13
H -1.87 -7.04 -0.88

=====

No. 2
107
Properties=species:S:1:pos:R:3 method="wB97M-V/def2-TZVPD" homo_energy_ev="-12.6 / -12.6" spin_multiplicity=2 total_charge=+2 fmax_ha_per_bohr=0.112 lumo_energy_ha="-0.2280 / -0.2636" s2=0.76 e_above_lowest_ev=0.526
Ta 1.39 0.09 -1.45
I -1.46 0.66 -1.45
C -2.77 -0.16 -2.80
C -3.80 0.70 -3.06
C -4.87 0.28 -3.87
C -4.88 -1.00 -4.35
C -3.81 -1.89 -4.07
C -3.90 -3.21 -4.57
C -2.91 -4.11 -4.32
C -1.77 -3.70 -3.60
C -1.61 -2.43 -3.12
P 0.01 -2.22 -2.27
C -0.33 -3.33 -0.85
C 0.17 -4.62 -0.75
C -0.18 -5.42 0.33
C -1.04 -4.94 1.31
C -1.57 -3.66 1.20
C -1.21 -2.86 0.12
C 1.13 -3.01 -3.45
C 2.25 -3.73 -3.03
C 3.14 -4.23 -3.96
C 2.94 -4.00 -5.31
C 1.85 -3.25 -5.73
C 0.95 -2.76 -4.81
C -2.68 -1.49 -3.31
H -3.80 1.70 -2.65
H -5.68 0.96 -4.09
H -5.71 -1.36 -4.94
H -4.77 -3.49 -5.15
H -2.97 -5.13 -4.69
H -0.99 -4.44 -3.44
H 0.83 -5.02 -1.50
H 0.23 -6.42 0.41
H -1.32 -5.58 2.14
H -2.26 -3.29 1.94
H -1.64 -1.87 0.05
H 2.45 -3.88 -1.97
H 4.00 -4.81 -3.63
H 3.64 -4.39 -6.04
H 1.70 -3.05 -6.79
H 0.10 -2.17 -5.15
F 5.26 -0.36 -4.03
C 4.92 0.37 -2.99
F 4.31 1.46 -3.39
F 5.95 0.67 -2.24
S 3.76 -0.65 -1.97
O 4.44 -1.84 -1.64
O 2.53 -0.69 -2.88
O 3.31 0.33 -0.87
C -5.30 5.62 3.06
C -4.15 4.78 2.58
C -3.02 5.36 2.01
C -1.93 4.60 1.59
C -0.74 5.29 0.96
C -1.99 3.22 1.80
Te -0.26 2.14 1.34
N 0.84 -0.11 0.41
C 1.45 -1.28 0.69
O 2.00 -1.83 -0.34
C 1.47 -1.95 1.98
C 0.58 -1.56 2.98
C 0.56 -2.24 4.18
C 1.43 -3.31 4.39
C 2.32 -3.70 3.39
C 2.34 -3.02 2.18
C 0.31 1.96 3.33
C -0.63 1.94 4.35
C -0.21 1.84 5.67
C 1.15 1.77 5.95
C 2.08 1.81 4.92
C 1.68 1.93 3.59
C 2.73 2.05 2.51
C -3.13 2.59 2.28
C -3.31 1.09 2.33
C -4.19 3.39 2.69
H -5.18 6.66 2.76
H -5.37 5.58 4.15
H -6.25 5.25 2.66
H -2.99 6.44 1.89
H -0.93 6.36 0.86
H -0.54 4.90 -0.04
H 0.16 5.17 1.56
H -0.10 -0.73 2.81
H -0.13 -1.94 4.96
H 1.41 -3.84 5.33
H 2.99 -4.53 3.56
H 3.03 -3.31 1.40
H -1.69 2.01 4.14
H -0.94 1.84 6.47
H 1.48 1.69 6.97
H 3.14 1.78 5.15
H 3.72 1.91 2.92
H 2.71 3.04 2.05
H 2.58 1.31 1.72
H -2.37 0.54 2.24
H -3.95 0.76 1.50
H -3.79 0.77 3.26
H -5.08 2.92 3.10
Te 1.04 2.66 -2.03
C 2.66 3.84 -1.52
C 3.86 3.55 -0.93
C 4.61 4.72 -0.62
C 3.96 5.86 -0.98
S 2.45 5.53 -1.68
H 4.21 2.55 -0.71
H 5.58 4.70 -0.15
H 4.30 6.88 -0.87

=====

No. 3
107
Properties=species:S:1:pos:R:3 method="wB97M-V/def2-TZVPD" homo_energy_ev=-7.1 total_charge=0 fmax_ha_per_bohr=0.018 lumo_energy_ha=0.0007 e_above_lowest_ev=0.514
Zn -0.35 -0.31 0.14
C 7.42 0.12 0.07
O 7.42 1.51 -0.20
C 6.51 2.27 0.44
C 5.66 1.81 1.44
C 4.74 2.67 2.02
C 4.68 4.01 1.64
C 5.57 4.47 0.67
C 6.46 3.62 0.06
N 3.90 4.98 2.32
N 2.80 4.73 2.81
C 2.05 3.56 2.53
C 1.44 2.94 3.59
C 0.65 1.80 3.44
C 0.38 1.27 2.19
O -0.35 0.20 2.00
C 0.93 1.98 1.06
N 0.60 1.49 -0.17
C 1.06 2.07 -1.25
C 1.84 3.23 -1.19
C 2.18 3.75 0.03
C 1.76 3.11 1.22
H 8.23 -0.30 -0.53
H 6.48 -0.34 -0.23
H 7.62 -0.09 1.13
H 5.68 0.78 1.76
H 4.09 2.30 2.81
H 5.53 5.52 0.39
H 7.13 3.96 -0.71
H 1.64 3.32 4.59
H 0.23 1.30 4.31
H 0.79 1.62 -2.20
H 2.18 3.69 -2.10
H 2.75 4.67 0.09
C -3.06 -3.57 0.11
C -3.60 -2.29 0.76
P -3.11 -0.72 -0.09
C -4.18 -0.89 -1.57
C -5.57 -0.93 -1.50
C -6.33 -1.05 -2.65
C -5.71 -1.16 -3.89
C -4.33 -1.17 -3.97
C -3.57 -1.02 -2.82
C -3.99 0.47 1.00
C -3.49 0.56 2.30
C -3.94 1.56 3.16
C -4.90 2.47 2.73
C -5.41 2.37 1.44
C -4.95 1.38 0.58
C -1.66 -3.94 0.58
P -0.33 -2.81 -0.06
C 1.03 -3.34 1.04
C 2.16 -4.04 0.63
C 3.18 -4.29 1.54
C 3.09 -3.82 2.84
C 1.97 -3.12 3.25
C 0.94 -2.89 2.35
C -0.09 -3.52 -1.72
C 0.19 -4.87 -1.90
C 0.35 -5.39 -3.18
C 0.20 -4.57 -4.28
C -0.10 -3.22 -4.11
C -0.23 -2.70 -2.83
H -3.08 -3.47 -0.99
H -3.74 -4.39 0.36
H -3.26 -2.23 1.80
H -4.69 -2.31 0.76
H -6.06 -0.87 -0.53
H -7.41 -1.05 -2.58
H -6.31 -1.26 -4.78
H -3.84 -1.29 -4.93
H -2.49 -1.03 -2.88
H -2.72 -0.12 2.63
H -3.53 1.63 4.16
H -5.23 3.26 3.39
H -6.16 3.08 1.10
H -5.34 1.35 -0.43
H -1.42 -4.95 0.26
H -1.62 -3.92 1.67
H 2.26 -4.37 -0.39
H 4.06 -4.84 1.22
H 3.91 -3.99 3.53
H 1.90 -2.74 4.26
H 0.07 -2.33 2.67
H 0.31 -5.53 -1.04
H 0.61 -6.43 -3.31
H 0.31 -4.97 -5.28
H -0.21 -2.58 -4.97
H -0.39 -1.64 -2.68
Br -4.67 5.97 -1.36
C -3.61 4.41 -1.17
C -2.88 4.21 -0.01
C -2.15 3.03 0.09
N -2.10 2.11 -0.87
C -2.78 2.35 -1.99
C -3.56 3.48 -2.19
H -2.87 4.93 0.79
H -1.59 2.82 0.99
H -2.71 1.60 -2.77
H -4.12 3.62 -3.11
Cl 4.18 0.70 -1.40
C 3.75 -0.76 -0.47
Cl 3.36 -0.37 1.21
C 2.59 -1.47 -1.22
O 2.95 -2.29 -2.05
O 1.41 -1.14 -0.91
H 4.63 -1.40 -0.47

=====

No. 4
111
Properties=species:S:1:pos:R:3 method="wB97M-V/def2-TZVPD" homo_energy_ev=-8.7 total_charge=0 fmax_ha_per_bohr=0.026 lumo_energy_ha=-0.0636
C 5.17 3.97 0.33
C 3.78 3.64 0.86
C 2.87 3.04 -0.23
Cl 1.51 4.14 -0.64
C 2.38 1.65 0.12
C 2.90 0.61 -0.70
C 2.59 -0.70 -0.53
C 1.73 -1.05 0.53
N 1.29 -2.26 0.90
S 0.34 -2.06 2.16
N 0.41 -0.46 2.32
C 1.22 -0.02 1.33
C 1.52 1.36 1.15
C 0.93 2.37 2.09
C -0.59 2.64 1.94
C -1.29 2.02 0.74
C -2.78 2.36 0.71
C -3.10 3.70 0.05
N -3.04 3.67 -1.41
H 5.76 4.35 1.16
H 5.15 4.71 -0.46
H 5.68 3.08 -0.01
H 3.33 4.51 1.32
H 3.92 2.91 1.65
H 3.47 2.98 -1.13
H 3.57 0.88 -1.50
H 3.00 -1.45 -1.18
H 1.11 1.98 3.09
H 1.45 3.30 2.01
H -0.70 3.72 1.85
H -1.09 2.37 2.86
H -1.21 0.94 0.73
H -0.81 2.38 -0.18
H -3.22 2.28 1.71
H -3.26 1.59 0.11
H -4.12 3.94 0.33
H -2.47 4.47 0.47
H -3.35 2.78 -1.78
H -2.12 3.90 -1.76
C -7.45 3.39 -0.09
C -8.49 2.86 -0.72
C -9.16 1.63 -0.21
O -10.10 1.14 -0.80
C -8.63 1.03 1.03
C -7.59 1.56 1.66
C -6.92 2.78 1.15
O -5.96 3.25 1.71
H -6.94 4.28 -0.45
H -8.90 3.28 -1.64
H -9.13 0.14 1.39
H -7.17 1.13 2.57
C -3.00 2.57 5.61
C -4.07 2.05 5.01
C -4.73 0.84 5.54
O -5.70 0.35 4.99
C -4.17 0.23 6.77
C -3.11 0.75 7.38
C -2.44 1.96 6.84
O -1.47 2.44 7.40
H -2.50 3.45 5.24
H -4.49 2.48 4.11
H -4.68 -0.66 7.14
H -2.69 0.32 8.28
C -7.24 -1.68 -4.91
C -6.17 -0.93 -4.66
C -6.15 0.04 -3.54
O -5.18 0.72 -3.31
C -7.38 0.15 -2.71
C -8.45 -0.60 -2.96
C -8.46 -1.57 -4.08
O -9.44 -2.26 -4.31
H -7.27 -2.40 -5.72
H -5.26 -1.00 -5.26
H -7.34 0.86 -1.90
H -9.35 -0.53 -2.36
C 6.23 -1.82 1.93
C 5.58 -1.61 0.79
C 6.22 -1.88 -0.52
O 5.64 -1.68 -1.57
C 7.61 -2.40 -0.51
C 8.26 -2.61 0.63
C 7.62 -2.34 1.94
O 8.21 -2.54 2.98
H 5.78 -1.63 2.90
H 4.56 -1.23 0.76
H 8.07 -2.59 -1.48
H 9.27 -3.00 0.66
C -2.44 -5.07 -4.77
C -3.01 -4.11 -5.49
C -4.48 -4.08 -5.71
O -5.00 -3.21 -6.36
C -5.29 -5.16 -5.08
C -4.72 -6.12 -4.36
C -3.25 -6.15 -4.14
O -2.73 -7.02 -3.48
H -1.37 -5.11 -4.60
H -2.44 -3.32 -5.95
H -6.36 -5.12 -5.25
H -5.29 -6.91 -3.90
C 13.27 -3.64 -1.40
C 14.31 -2.82 -1.29
C 14.34 -1.75 -0.26
O 15.29 -1.01 -0.16
C 13.17 -1.63 0.64
C 12.12 -2.45 0.52
C 12.09 -3.52 -0.51
O 11.14 -4.26 -0.61
H 13.22 -4.42 -2.15
H 15.18 -2.89 -1.93
H 13.21 -0.84 1.38
H 11.26 -2.38 1.17